{"formula": "C18H25F4NO18", "method": "the ωB97M-V functional and the def2-TZVPD basis", "total_energy_ev": -68289.589, "de_lowest_kj_mol": 131.1, "homo_lumo_gap_ev": 6.460, "homo_ev": -2.428, "total_charge": -2, "max_force_ev_per_a": 2.8, "species": ["N", "H", "H", "H", "H", "C", "C", "O", "O", "H", "H", "H", "C", "C", "O", "O", "H", "H", "H", "C", "C", "O", "O", "H", "H", "H", "C", "C", "O", "C", "O", "O", "F", "H", "H", "H", "C", "C", "O", "C", "O", "O", "F", "H", "H", "H", "C", "C", "O", "C", "O", "O", "F", "H", "H", "H", "C", "C", "O", "C", "O", "O", "F", "H", "H", "H"], "positions_angstrom": [[-0.06433, 0.75297, -0.14995], [-1.05065, 0.75950, -0.40007], [-0.01709, 0.98824, 0.87703], [0.33476, 1.47687, -0.76080], [0.43731, -0.12958, -0.34212], [-0.91212, 0.80806, 4.37560], [0.12275, 1.66887, 3.62762], [1.06538, 2.26704, 4.18827], [-0.18345, 1.86646, 2.40077], [-0.60246, -0.19134, 4.04841], [-1.87287, 1.02084, 3.92818], [-0.74872, 0.82370, 5.45134], [-0.40139, 4.47808, -2.78696], [0.82264, 3.92976, -2.03204], [0.96002, 4.17556, -0.82484], [1.53876, 3.13534, -2.71886], [-0.07026, 4.91156, -3.73194], [-1.10497, 5.17533, -2.31175], [-1.14050, 3.67525, -2.91645], [4.61783, -0.88715, -0.02349], [3.15797, -0.42173, -0.05682], [2.14089, -1.08810, -0.46001], [3.01545, 0.73105, 0.38106], [5.20358, -0.88366, -0.95024], [4.62498, -1.89062, 0.41635], [5.25352, -0.21076, 0.54871], [-0.82446, -2.88689, -2.17758], [-2.15999, -3.41443, -2.64162], [-2.78571, -2.21507, -3.04984], [-2.24990, -1.16970, -2.33966], [-2.65032, -0.07204, -2.24567], [-1.06015, -1.57343, -1.76324], [-2.85279, -3.94084, -1.58354], [-0.11761, -2.89309, -3.01365], [-0.40189, -3.59184, -1.46095], [-2.09290, -4.17075, -3.41583], [-4.59934, 2.34403, 3.03216], [-4.55938, 0.84603, 3.36923], [-3.69362, 0.30859, 2.43090], [-3.49129, 1.22191, 1.40487], [-2.95362, 1.01621, 0.37828], [-3.82557, 2.43417, 1.84443], [-5.82533, 0.30528, 3.37150], [-3.98743, 2.82312, 3.79884], [-5.59303, 2.75969, 2.90104], [-4.10900, 0.67023, 4.34807], [2.51120, 0.13147, -3.37344], [2.30215, 0.73913, -4.78335], [1.67065, -0.33506, -5.44578], [1.99840, -1.48392, -4.87722], [1.76757, -2.58139, -5.30595], [2.61576, -1.25803, -3.71470], [3.52161, 1.00672, -5.36112], [1.71934, 0.25688, -2.64249], [3.42858, 0.57625, -2.99568], [1.70913, 1.64483, -4.87112], [1.63990, -1.62971, 2.85318], [1.17385, -2.91864, 2.17843], [0.18587, -3.36043, 3.07693], [0.45288, -2.82513, 4.30988], [-0.12528, -3.07859, 5.30849], [1.49475, -1.96429, 4.23041], [2.19140, -3.79723, 1.99322], [0.97419, -0.79634, 2.63192], [2.68629, -1.46379, 2.61512], [0.78806, -2.60543, 1.20853]]}

{"formula": "C37H42BN3O2PSiZr", "method": "the ωB97M-V functional and the def2-TZVPD basis", "total_energy_ev": -66739.965, "de_lowest_kj_mol": 1.2, "homo_lumo_gap_ev": 8.640, "homo_ev": -11.138, "total_charge": 1, "max_force_ev_per_a": 0.6, "species": ["Zr", "C", "C", "C", "C", "C", "C", "N", "N", "Si", "C", "C", "C", "H", "H", "H", "H", "H", "H", "H", "H", "H", "H", "H", "H", "H", "H", "H", "C", "C", "C", "C", "C", "C", "C", "C", "O", "B", "O", "C", "C", "H", "H", "H", "H", "H", "H", "H", "H", "H", "H", "H", "H", "N", "P", "C", "C", "C", "C", "C", "C", "C", "C", "C", "C", "C", "C", "C", "C", "C", "C", "C", "C", "H", "H", "H", "H", "H", "H", "H", "H", "H", "H", "H", "H", "H", "H", "H"], "positions_angstrom": [[-1.42224, -0.74135, -0.53114], [-2.05857, -4.54151, -0.94199], [-3.12262, -3.68643, -0.33238], [-4.20756, -4.18399, 0.35969], [-5.12165, -3.28927, 0.91834], [-4.95238, -1.92792, 0.78653], [-3.86417, -1.46576, 0.03906], [-2.99539, -2.35815, -0.49877], [-3.49029, -0.14947, -0.18071], [-4.48845, 0.84490, -1.24487], [-3.40162, 1.44746, -2.65128], [-5.10890, 2.33382, -0.29998], [-5.88208, -0.19518, -1.93246], [-2.13115, -4.52345, -2.03067], [-2.14489, -5.57339, -0.60836], [-1.07258, -4.15648, -0.67070], [-4.33273, -5.25165, 0.46787], [-5.96827, -3.66866, 1.47616], [-5.63193, -1.21945, 1.23815], [-2.51119, 1.97918, -2.30067], [-3.96364, 2.15516, -3.26552], [-3.07071, 0.63941, -3.30932], [-4.27012, 2.87759, 0.14138], [-5.78316, 2.04975, 0.50980], [-5.64311, 3.02929, -0.95025], [-5.51793, -1.11284, -2.39918], [-6.39677, 0.37997, -2.70626], [-6.62582, -0.46893, -1.18384], [3.73959, 4.29313, -4.91747], [4.30311, 3.54794, -3.69915], [5.00356, 4.55584, -2.78654], [5.34829, 2.52578, -4.16703], [3.14539, 2.83799, -2.99585], [2.64702, 3.27870, -1.76782], [1.56729, 2.66957, -1.12844], [1.01183, 1.59927, -1.77922], [-0.05113, 0.77850, -1.40967], [-0.16130, -0.24704, -2.43153], [0.76184, 0.03311, -3.40486], [1.48268, 1.13839, -2.99566], [2.54409, 1.74012, -3.62559], [4.54462, 4.79631, -5.45594], [3.01081, 5.04556, -4.61182], [3.24798, 3.60793, -5.60973], [5.85697, 4.98419, -3.31248], [5.37521, 4.08520, -1.87436], [4.34791, 5.38272, -2.50955], [6.19697, 3.04590, -4.61276], [4.95507, 1.84549, -4.92219], [5.71720, 1.92961, -3.33045], [3.10890, 4.12425, -1.28066], [1.19273, 3.02285, -0.17653], [2.89112, 1.36555, -4.57773], [-0.23577, -1.71622, 0.62898], [0.49648, -1.46876, 2.00721], [0.15706, 0.24348, 2.49800], [1.08569, 1.03832, 3.16120], [0.78672, 2.35958, 3.46660], [-0.43787, 2.90375, 3.10999], [-1.37469, 2.11835, 2.45010], [-1.07688, 0.79554, 2.15254], [-0.09619, -2.54635, 3.31432], [0.26754, -2.32880, 4.64369], [-0.21905, -3.16122, 5.63649], [-1.07130, -4.20878, 5.30484], [-1.43842, -4.42157, 3.98514], [-0.95279, -3.58965, 2.98621], [2.28180, -1.60860, 1.87695], [3.00125, -2.57923, 2.56609], [4.37222, -2.68935, 2.37549], [5.02168, -1.83490, 1.49831], [4.30385, -0.86756, 0.80372], [2.93799, -0.75489, 0.99004], [2.05696, 0.63773, 3.42461], [1.51948, 2.96693, 3.98114], [-0.66243, 3.93433, 3.34979], [-2.33983, 2.52046, 2.17086], [-1.89440, 0.21917, 1.70553], [0.92646, -1.50828, 4.90436], [0.06143, -2.99396, 6.66742], [-1.45187, -4.85853, 6.08163], [-2.10390, -5.23550, 3.72977], [-1.23811, -3.74367, 1.95258], [2.49935, -3.25489, 3.24679], [4.92765, -3.44670, 2.91188], [6.08976, -1.92284, 1.35027], [4.80862, -0.20390, 0.11417], [2.38365, -0.00300, 0.43770]]}

{"formula": "C4H11NS", "method": "the ωB97M-V functional and the def2-TZVPD basis", "total_energy_ev": -16649.779, "de_lowest_kj_mol": 194.3, "homo_lumo_gap_ev": 9.846, "homo_ev": -8.928, "smiles": "C[C@@H](N)CCS", "max_force_ev_per_a": 5.5, "species": ["C", "C", "N", "C", "C", "S", "H", "H", "H", "H", "H", "H", "H", "H", "H", "H", "H"], "positions_angstrom": [[0.02840, -1.48428, -2.16699], [-0.17288, -1.15985, -0.66479], [0.00193, -2.33701, 0.15285], [0.62772, 0.13964, -0.40578], [0.57545, 0.81424, 0.86628], [-0.63404, 2.09619, 1.11180], [-0.11192, -2.46786, -2.51867], [0.95580, -1.38030, -2.62918], [-0.69548, -0.74113, -2.66657], [-1.23886, -0.84717, -0.43523], [0.46840, -3.23933, -0.31742], [0.81454, -2.38210, 0.82221], [1.76415, -0.09991, -0.67403], [0.21821, 0.83675, -1.25634], [0.44434, -0.04590, 1.57344], [1.61261, 1.27859, 1.08095], [-0.45283, 2.04992, 2.38965]]}

Please write out number 3 again, unchanged.
{"formula": "C4H11NS", "method": "the ωB97M-V functional and the def2-TZVPD basis", "total_energy_ev": -16649.779, "de_lowest_kj_mol": 194.3, "homo_lumo_gap_ev": 9.846, "homo_ev": -8.928, "smiles": "C[C@@H](N)CCS", "max_force_ev_per_a": 5.5, "species": ["C", "C", "N", "C", "C", "S", "H", "H", "H", "H", "H", "H", "H", "H", "H", "H", "H"], "positions_angstrom": [[0.02840, -1.48428, -2.16699], [-0.17288, -1.15985, -0.66479], [0.00193, -2.33701, 0.15285], [0.62772, 0.13964, -0.40578], [0.57545, 0.81424, 0.86628], [-0.63404, 2.09619, 1.11180], [-0.11192, -2.46786, -2.51867], [0.95580, -1.38030, -2.62918], [-0.69548, -0.74113, -2.66657], [-1.23886, -0.84717, -0.43523], [0.46840, -3.23933, -0.31742], [0.81454, -2.38210, 0.82221], [1.76415, -0.09991, -0.67403], [0.21821, 0.83675, -1.25634], [0.44434, -0.04590, 1.57344], [1.61261, 1.27859, 1.08095], [-0.45283, 2.04992, 2.38965]]}